No. 1
C20H22N2O6S | the ωB97M-V functional and the def2-TZVPD basis

The geometry in ORCA input format:
```
! wB97M-V def2-TZVPD RIJCOSX def2/J DEFGRID3
* xyz 0 1
O 2.6779 3.0528 -1.3738
C 2.7278 1.8923 -1.2337
N 1.7256 0.8756 -0.9688
C 0.4652 1.1188 -0.9711
C -0.1395 2.4250 -1.3840
C -1.3891 2.4756 -1.1035
C -2.0571 1.4202 -0.7062
C -1.6602 0.0038 -0.6469
C -0.2489 -0.1110 -0.7166
H 0.2002 -0.9406 -0.4716
H -2.2360 -0.9730 -0.2247
S -3.9764 1.2372 -0.7206
O -4.4596 2.8407 -1.1957
O -4.6173 0.2026 -1.2332
N -4.2286 1.1221 0.8898
C -3.6876 2.3529 1.8610
C -3.6822 2.1052 3.2474
C -4.9638 1.4249 3.7801
C -5.5851 0.1110 2.8720
C -5.4319 0.6166 1.5134
H -5.7030 -0.2393 0.6369
H -6.1260 1.3226 1.4130
H -4.7086 -0.6988 3.0541
H -6.3092 -0.2111 3.3075
H -5.0871 0.8232 4.6379
H -5.8909 2.1483 3.7051
H -2.8946 1.3460 3.3027
H -3.5138 2.6737 3.8874
H -2.7172 2.6866 1.4644
H -4.5273 3.1937 1.6997
H -2.0407 3.2261 -1.2809
H 0.4853 3.1381 -1.5629
H 2.1992 -0.0548 -0.8137
C 4.3188 1.3375 -1.3475
H 4.7751 1.4631 -2.2871
H 4.8024 1.6139 -0.3926
O 4.2053 -0.1966 -1.1148
C 4.9898 -0.9102 -1.6166
O 5.4279 -0.6049 -2.8512
C 4.9400 -2.5058 -1.3591
C 4.2326 -2.6311 -0.1340
C 4.3671 -4.1444 0.2938
C 4.8285 -5.0545 -0.7667
C 5.4088 -4.5864 -1.9784
C 5.4448 -3.4710 -2.3786
O 5.8587 -2.9535 -3.4639
H 5.9375 -1.9510 -3.5892
H 5.6860 -5.2466 -2.5840
H 4.5915 -6.2119 -0.5186
H 3.8240 -4.4867 1.0550
H 3.7620 -2.0668 0.3692
*
```

Values from the calculation:
M	418.47	g mol⁻¹
HOMO-LUMO gap	8.411	eV
energy relative to the best compared isomer or geometry (same formula, charge and spin)	19.908	eV
HOMO level	-8.646	eV
calculated total energy	-47178.71969	eV
SMILES	O=C(COC(=O)c1ccccc1O)Nc1ccc(S(=O)(=O)N2CCCCC2)cc1
lowest unoccupied orbital energy	-0.2	eV

No. 2
C20H22N2ORhTe | the ωB97M-V functional and the def2-TZVPD basis

The geometry in ORCA input format:
```
! wB97M-V def2-TZVPD RIJCOSX def2/J DEFGRID3
* xyz 1 1
Rh -0.4893 0.6705 -0.3589
N -1.3641 -1.2106 0.3708
C -0.3713 -2.2650 0.3358
C -0.6569 -3.5562 0.6682
C 0.3475 -4.5473 0.6269
C 1.6186 -4.2212 0.2569
C 1.9412 -2.8896 -0.0960
C 3.2384 -2.4941 -0.4929
C 3.4652 -1.1948 -0.8280
C 2.3998 -0.2767 -0.7709
N 1.1818 -0.5993 -0.4038
C 0.9349 -1.9047 -0.0610
H -1.6924 -1.0850 1.3246
H -2.1820 -1.4936 -0.1623
H -1.6650 -3.8206 0.9670
H 0.0998 -5.5655 0.8942
H 2.3970 -4.9733 0.2260
H 4.0327 -3.2297 -0.5273
H 4.4412 -0.8514 -1.1398
H 2.5603 0.7539 -1.0516
C 1.8516 3.5258 -2.3026
O 1.1238 2.3316 -1.9343
C 0.4048 2.2555 -0.8393
C 0.3916 3.4813 0.0223
H 2.5487 3.8172 -1.5196
H 1.1603 4.3395 -2.5116
H 2.3938 3.2649 -3.2044
H 0.0409 4.3600 -0.5275
H 1.4070 3.7017 0.3659
H -0.2387 3.3202 0.8903
C -3.8660 0.8977 1.0497
Te -2.7302 1.9171 -0.4433
C -3.7247 0.6055 -1.8118
C -4.2861 -0.5177 -0.9766
C -4.7388 -1.6930 -1.5754
C -5.2561 -2.7195 -0.8027
C -5.3346 -2.5745 0.5795
C -4.8920 -1.4065 1.1777
C -4.3573 -0.3762 0.4061
H -4.6841 1.5204 1.4065
H -3.1974 0.7115 1.8895
H -2.9869 0.2703 -2.5380
H -4.5057 1.1435 -2.3470
H -4.6846 -1.7996 -2.6525
H -5.6039 -3.6288 -1.2748
H -5.7438 -3.3709 1.1871
H -4.9570 -1.2902 2.2533
*
```

Values from the calculation:
M	536.92	g mol⁻¹
HOMO-LUMO gap	7.387	eV
energy relative to the best compared isomer or geometry (same formula, charge and spin)	0.012	eV
HOMO level	-10.362	eV
calculated total energy	-36420.48142	eV
lowest unoccupied orbital energy	-3.0	eV

No. 3
C20H22N3O4 | the ωB97M-V functional and the def2-TZVPD basis

The geometry in ORCA input format:
```
! wB97M-V def2-TZVPD RIJCOSX def2/J DEFGRID3
* xyz -1 1
C -1.2467 1.3375 -1.6983
C -1.2492 -0.1533 -1.2611
O -2.1463 -0.8531 -1.6648
O -0.3380 -0.7214 -0.4119
C 1.0354 -0.4013 -0.7355
C 1.8701 -1.7277 -1.0089
C 1.2044 -3.0110 -0.3833
O 1.2209 -3.0949 0.8667
O 0.7087 -3.8705 -1.1803
H -2.2449 1.7308 -1.9824
H -0.6076 1.4109 -2.6238
H -0.7365 1.9944 -0.9425
H 1.1649 0.2359 -1.6400
H 1.4746 0.0686 0.1876
H 2.9422 -1.5901 -0.7343
H 1.8362 -1.8693 -2.1271
N -4.9058 -2.4865 0.6114
C -5.1062 -3.1766 1.7397
C -4.0880 -3.7474 2.4865
C -2.7819 -3.6003 2.0388
C -2.5455 -2.8924 0.8730
C -3.6347 -2.3557 0.1995
H -6.1436 -3.2685 2.0489
H -4.3105 -4.2940 3.3948
H -1.9574 -4.0332 2.5932
H -1.5395 -2.7588 0.4933
H -3.4982 -1.7922 -0.7149
N 0.1447 5.0234 -2.4621
C -0.6900 4.5625 -3.3984
C -1.9179 5.1370 -3.6877
C -2.3065 6.2519 -2.9630
C -1.4586 6.7473 -1.9855
C -0.2505 6.1004 -1.7772
H -0.3433 3.6865 -3.9361
H -2.5526 4.7217 -4.4596
H -3.2596 6.7296 -3.1577
H -1.7277 7.6156 -1.3984
H 0.4483 6.4528 -1.0257
N 4.2124 -0.4548 1.8617
C 5.3646 -1.1317 1.8416
C 5.6645 -2.1692 2.7086
C 4.7176 -2.5256 3.6561
C 3.5174 -1.8379 3.6979
C 3.3148 -0.8177 2.7826
H 6.0748 -0.8144 1.0847
H 6.6142 -2.6847 2.6442
H 4.9138 -3.3316 4.3536
H 2.7542 -2.0873 4.4227
H 2.3888 -0.2536 2.7731
*
```

Values from the calculation:
M	368.41	g mol⁻¹
HOMO-LUMO gap	6.513	eV
energy relative to the best compared isomer or geometry (same formula, charge and spin)	1.198	eV
HOMO level	-4.207	eV
calculated total energy	-33757.50327	eV
lowest unoccupied orbital energy	2.3	eV

No. 4
C20H23BF6N8OPd | the ωB97M-V functional and the def2-TZVPD basis

The geometry in ORCA input format:
```
! wB97M-V def2-TZVPD RIJCOSX def2/J DEFGRID3
* xyz -1 2
Pd 0.2332 0.2168 -0.0003
C -3.3743 -1.4074 -1.7122
C -2.8114 -2.1345 -0.5334
C -3.4213 -3.1200 0.2670
C -2.4630 -3.4441 1.1983
N -1.3738 -2.6936 0.9521
N -1.5799 -1.8872 -0.1147
B -0.0648 -2.6231 1.7508
N 1.1812 -2.5637 0.8289
C 2.2400 -3.3921 0.8542
C 3.1383 -2.9746 -0.1010
C 2.5407 -1.8455 -0.6806
C 3.0570 -0.9751 -1.7750
N 1.3700 -1.6094 -0.1117
N -0.1146 -1.3861 2.6966
C -0.8333 -1.2355 3.8250
C -0.7864 0.0872 4.2000
C -0.0249 0.7108 3.1976
C 0.3460 2.1503 3.0666
N 0.3643 -0.1811 2.2955
N 0.0928 -3.8866 2.6227
C 0.6299 -3.9887 3.8584
C 0.7619 -5.3242 4.1591
C 0.2800 -5.9865 3.0128
C 0.1983 -7.4586 2.7550
N -0.1099 -5.1200 2.0941
H -4.1570 -2.0012 -2.1876
H -2.5967 -1.2029 -2.4458
H -3.8027 -0.4489 -1.4188
H -4.4105 -3.5341 0.1697
H -2.4736 -4.1600 2.0020
H 2.2685 -4.2275 1.5314
H 4.0856 -3.4219 -0.3474
H 4.1472 -0.9636 -1.7747
H 2.6973 0.0485 -1.6517
H 2.7248 -1.3274 -2.7538
H -1.3423 -2.0714 4.2737
H -1.2492 0.5419 5.0590
H 1.1414 2.4146 3.7678
H -0.5146 2.7856 3.2783
H 0.6670 2.3713 2.0480
H 0.8992 -3.1138 4.4208
H 1.1472 -5.7573 5.0663
H 0.2599 -8.0203 3.6873
H 1.0121 -7.7927 2.1087
H -0.7389 -7.7114 2.2604
C -0.9859 4.4335 -0.7409
C -1.1847 2.9107 -0.8002
O -0.1438 2.2776 -0.2258
C -1.3192 2.5122 -2.2903
F -1.3323 1.1830 -2.4698
F -0.2789 2.9857 -2.9989
F -2.4320 2.9929 -2.8936
C -2.5009 2.5813 -0.0555
F -2.7857 1.2725 -0.0598
F -3.5919 3.2165 -0.5458
F -2.4045 2.9589 1.2326
H -0.0340 4.6619 -1.2142
H -0.9320 4.7256 0.3058
H -1.7810 4.9979 -1.2323
*
```

Values from the calculation:
M	622.68	g mol⁻¹
HOMO-LUMO gap (spin up / spin down)	7.337 / 7.368	eV
energy relative to the best compared isomer or geometry (same formula, charge and spin)	0.165	eV
HOMO level (spin up / spin down)	-4.504 / -4.535	eV
calculated total energy	-55548.78986	eV
lowest unoccupied orbital energy (spin up / spin down)	2.8 / 2.8	eV
⟨S²⟩	0.7522